Below is a 6-piece molecular cluster, C44H87ClF10N4O22P5S overall in a non-equilibrium geometry, with properties calculated with ωB97M-V/def2-TZVPD.

Geometry as XYZ:
```
174
C44H87ClF10N4O22P5S (ωB97M-V/def2-TZVPD)
C -2.50 5.71 -2.26
O -1.76 5.85 -3.44
C -0.62 5.01 -3.52
C -0.49 4.59 -4.97
C 0.59 3.53 -5.28
C 1.69 3.35 -4.23
C 2.97 2.75 -4.84
C 2.93 1.24 -5.06
C 3.60 0.38 -3.95
C 2.63 -0.13 -2.96
N 1.87 -1.20 -3.16
C 1.12 -1.42 -2.10
N 0.27 -2.43 -1.95
C 0.14 -3.32 -3.12
C 1.35 -4.22 -3.44
C 2.25 -4.61 -2.27
Cl 3.96 -4.63 -2.86
C -0.53 -2.74 -0.75
C -0.71 -4.23 -0.55
C 0.23 -4.91 0.21
C 0.15 -6.28 0.44
C -0.90 -6.99 -0.11
C -1.01 -8.48 0.10
C -1.86 -6.30 -0.84
C -1.79 -4.94 -1.07
N 1.37 -0.42 -1.19
C 0.85 -0.06 0.11
C 1.62 -0.74 1.22
O 1.13 -1.05 2.24
F 2.90 -1.01 0.97
N 2.34 0.36 -1.75
C 3.01 1.52 -1.20
C 4.46 1.19 -0.73
C 4.70 1.57 0.72
C 6.02 0.93 1.24
C 5.91 0.58 2.71
F 4.99 -0.37 2.95
F 5.37 1.70 3.28
C 7.23 0.32 3.47
F 6.93 0.04 4.73
F 7.94 1.45 3.46
S 8.35 -1.05 2.78
F 9.55 -0.48 3.64
F 8.78 -0.13 1.57
F 7.16 -1.70 1.96
F 7.98 -2.00 4.00
F 9.29 -2.18 2.23
H -2.11 6.37 -1.48
H -3.52 6.04 -2.46
H -2.56 4.68 -1.91
H -0.69 4.16 -2.83
H 0.24 5.61 -3.21
H -1.47 4.23 -5.27
H -0.27 5.49 -5.54
H 0.07 2.57 -5.37
H 1.03 3.75 -6.25
H 1.32 2.68 -3.45
H 1.97 4.29 -3.77
H 3.13 3.27 -5.79
H 3.80 3.02 -4.20
H 3.51 1.03 -5.96
H 1.91 0.91 -5.27
H 4.40 0.95 -3.50
H 3.98 -0.50 -4.45
H 0.06 -2.63 -3.96
H -0.80 -3.84 -3.10
H 1.97 -3.77 -4.20
H 0.95 -5.12 -3.89
H 2.25 -3.91 -1.44
H 2.07 -5.62 -1.94
H -1.53 -2.32 -0.87
H -0.08 -2.42 0.17
H 1.07 -4.35 0.61
H 0.92 -6.73 1.05
H -0.45 -8.76 0.99
H -2.05 -8.72 0.32
H -0.69 -9.03 -0.77
H -2.66 -6.89 -1.26
H -2.55 -4.44 -1.65
H -0.16 -0.40 0.25
H 0.80 1.01 0.27
H 2.51 1.94 -0.33
H 3.11 2.32 -1.93
H 5.15 1.77 -1.34
H 4.72 0.15 -0.92
H 4.91 2.64 0.75
H 3.87 1.33 1.37
H 6.85 1.62 1.09
H 6.26 0.05 0.65
C -1.07 4.21 3.99
O -0.54 3.76 2.71
P 0.47 2.51 2.60
O 1.43 2.87 1.54
O -0.61 1.43 2.05
C -1.91 1.33 2.65
O 1.20 1.38 3.51
C 2.24 1.77 4.44
H -0.91 5.28 4.08
H -2.15 4.02 4.02
H -0.60 3.71 4.83
H -2.63 1.92 2.07
H -1.91 1.68 3.68
H -2.22 0.29 2.63
H 1.85 2.41 5.23
H 3.06 2.28 3.93
H 2.61 0.85 4.88
C -0.21 -11.62 -5.45
O -0.94 -10.52 -4.85
P -0.34 -8.99 -4.80
O -0.79 -8.47 -3.49
O -1.27 -8.45 -6.01
C -1.41 -9.20 -7.22
O 0.88 -8.00 -5.28
C 2.14 -8.13 -4.58
H -0.18 -12.44 -4.74
H -0.72 -11.95 -6.35
H 0.82 -11.34 -5.70
H -2.32 -9.80 -7.18
H -0.55 -9.85 -7.40
H -1.49 -8.50 -8.04
H 2.56 -9.12 -4.73
H 2.00 -7.94 -3.52
H 2.82 -7.40 -5.00
C -4.93 7.54 7.37
O -4.02 7.43 6.24
P -4.57 7.38 4.70
O -3.67 6.43 4.02
O -4.17 8.92 4.37
C -4.49 9.97 5.28
O -5.89 7.51 3.74
C -6.80 6.39 3.71
H -4.70 6.76 8.09
H -4.80 8.51 7.84
H -5.98 7.44 7.07
H -3.63 10.18 5.91
H -5.35 9.72 5.91
H -4.74 10.86 4.70
H -7.23 6.22 4.70
H -6.28 5.49 3.38
H -7.59 6.63 3.01
C -8.17 5.96 12.79
O -7.54 5.70 11.51
P -6.39 4.54 11.33
O -5.44 5.12 10.37
O -7.40 3.49 10.61
C -8.70 3.24 11.15
O -5.60 3.30 12.05
C -4.58 3.64 13.00
H -8.11 7.02 13.00
H -9.22 5.67 12.74
H -7.69 5.41 13.61
H -9.44 3.85 10.63
H -8.75 3.43 12.22
H -8.93 2.19 10.98
H -5.00 4.19 13.85
H -3.80 4.24 12.52
H -4.14 2.72 13.36
C 1.27 -2.23 -6.53
O 1.54 -1.32 -7.62
P 2.01 -1.86 -9.11
O 2.99 -0.86 -9.55
O 0.57 -1.65 -9.81
C -0.63 -2.09 -9.18
O 2.30 -3.21 -9.98
C 3.49 -3.96 -9.65
H 1.84 -1.89 -5.66
H 0.21 -2.20 -6.29
H 1.56 -3.26 -6.76
H -1.09 -1.25 -8.65
H -0.45 -2.90 -8.47
H -1.31 -2.44 -9.94
H 3.44 -4.33 -8.63
H 4.38 -3.33 -9.77
H 3.55 -4.80 -10.33
```

## Properties
Total charge   +1
Highest occupied orbital energy   -10.953 eV
Maximum force   5.9 eV/A

---

Below is C44H88Li3O15P as an isolated structure in a non-equilibrium geometry, with properties calculated with ωB97M-V/def2-TZVPD.

Geometry as XYZ:
```
151
C44H88Li3O15P (ωB97M-V/def2-TZVPD)
Li 3.45 0.57 -1.62
Li -0.33 -2.73 -2.45
Li -0.01 2.69 2.04
P 0.11 -0.03 -0.25
O -0.37 -0.05 1.20
O -0.94 -0.17 -1.34
O 1.20 -1.00 -0.69
O 0.96 1.31 -0.31
C 5.93 -7.05 -2.89
C 5.27 -5.93 -2.09
C 5.71 -4.63 -2.74
O 6.89 -5.00 -3.49
C 6.80 -6.35 -3.91
H 5.17 -7.64 -3.39
H 6.53 -7.64 -2.19
H 5.56 -5.85 -1.04
H 4.19 -6.03 -2.17
H 5.99 -3.85 -2.04
H 4.87 -4.28 -3.34
H 7.78 -6.79 -4.06
H 6.35 -6.24 -4.90
C -0.92 -5.82 -7.52
C -1.34 -4.44 -7.85
C -1.50 -3.84 -6.49
O -0.43 -4.38 -5.70
C 0.02 -5.61 -6.34
H -0.43 -6.35 -8.34
H -1.74 -6.33 -7.01
H -2.29 -4.40 -8.38
H -0.67 -3.89 -8.50
H -2.47 -4.13 -6.08
H -1.41 -2.76 -6.43
H -0.05 -6.45 -5.65
H 1.03 -5.41 -6.71
C -5.08 5.06 1.40
C -5.16 5.62 2.84
C -3.72 5.40 3.37
O -2.97 4.86 2.25
C -3.89 4.16 1.37
H -4.94 5.83 0.65
H -5.89 4.41 1.07
H -5.89 5.02 3.39
H -5.57 6.63 2.87
H -3.71 4.72 4.22
H -3.33 6.37 3.65
H -4.08 3.14 1.71
H -3.43 4.01 0.40
C -8.85 -0.21 -3.48
C -7.62 0.14 -2.65
C -6.55 -0.65 -3.44
O -7.27 -1.54 -4.33
C -8.61 -1.67 -3.89
H -8.96 0.51 -4.30
H -9.81 -0.20 -2.96
H -7.66 -0.15 -1.60
H -7.49 1.22 -2.68
H -5.91 -1.32 -2.87
H -6.02 0.11 -4.03
H -8.65 -2.40 -3.09
H -9.26 -1.99 -4.70
C -6.64 -0.48 5.50
C -5.60 -1.27 4.75
C -4.31 -0.86 5.49
O -4.74 -0.66 6.88
C -6.17 -0.52 6.97
H -7.69 -0.75 5.41
H -6.61 0.56 5.18
H -5.53 -1.14 3.67
H -5.84 -2.32 4.90
H -3.93 0.05 5.03
H -3.54 -1.63 5.42
H -6.55 0.36 7.49
H -6.58 -1.41 7.44
C 8.73 1.88 1.04
C 7.60 2.21 1.98
C 6.58 1.20 1.61
O 6.62 1.24 0.20
C 7.96 1.49 -0.22
H 9.33 1.02 1.34
H 9.45 2.68 0.92
H 7.08 3.17 1.87
H 7.98 2.18 3.00
H 5.57 1.44 1.96
H 6.83 0.24 2.07
H 8.02 2.37 -0.86
H 8.48 0.58 -0.53
C 3.15 2.95 6.87
C 2.76 4.39 7.16
C 2.00 4.84 5.92
O 1.75 3.60 5.20
C 2.02 2.50 5.99
H 3.33 2.34 7.76
H 4.08 2.91 6.31
H 3.62 5.02 7.40
H 2.05 4.53 7.98
H 2.49 5.53 5.23
H 1.02 5.19 6.22
H 2.19 1.58 5.43
H 1.12 2.22 6.55
C 3.46 -5.38 4.13
C 3.03 -5.92 5.49
C 3.57 -4.88 6.49
O 3.62 -3.69 5.63
C 3.09 -3.93 4.32
H 2.87 -5.91 3.38
H 4.52 -5.51 3.91
H 3.47 -6.90 5.66
H 1.95 -6.04 5.56
H 4.58 -5.10 6.84
H 2.93 -4.71 7.34
H 3.42 -3.33 3.48
H 2.02 -3.70 4.35
C -3.89 -7.15 0.03
C -2.89 -6.66 1.07
C -2.50 -5.23 0.55
O -2.51 -5.42 -0.89
C -3.48 -6.43 -1.25
H -4.88 -6.76 0.28
H -3.94 -8.24 0.12
H -2.01 -7.28 1.22
H -3.25 -6.49 2.09
H -1.49 -4.91 0.81
H -3.25 -4.49 0.85
H -2.94 -7.07 -1.95
H -4.35 -6.01 -1.75
C 5.44 8.00 -1.38
C 4.43 7.23 -2.22
C 3.33 6.99 -1.21
O 3.24 8.18 -0.47
C 4.55 8.79 -0.43
H 6.04 8.72 -1.94
H 6.11 7.34 -0.84
H 4.85 6.31 -2.63
H 4.07 7.87 -3.02
H 3.59 6.12 -0.60
H 2.37 6.79 -1.69
H 4.92 8.72 0.59
H 4.45 9.81 -0.79
C -2.49 5.07 -4.99
C -2.65 6.22 -5.95
C -1.51 6.14 -6.94
O -1.13 4.76 -6.88
C -1.33 4.27 -5.51
H -3.35 4.41 -4.89
H -2.21 5.46 -4.01
H -2.59 7.17 -5.42
H -3.62 6.17 -6.44
H -0.68 6.80 -6.72
H -1.77 6.38 -7.97
H -0.43 4.44 -4.92
H -1.44 3.18 -5.51
```

## Properties
Total charge   0
Highest occupied orbital energy   -4.775 eV
Maximum force   4.1 eV/A
ΔE to the lowest compared entry with this formula, charge and spin   352.9 kcal/mol

---

> maximum force of number 1 (C44H87ClF10N4O22P5S)?

5.9 eV/A

---

> Among the records above, which one has the lowest maximum force?

C44H88Li3O15P